# 1
Entry from the OMol25 dataset: 11 unconnected molecules or ions with the total composition C54H123N5O6 at a distorted geometry (ωB97M-V with the def2-TZVPD basis set).

Calculated values
HOMO-LUMO gap   8.26 eV
Energy relative to the best compared isomer or geometry (same formula, charge and spin)   485.0 kJ/mol
HOMO   -8.205 eV
SMILES   CCN(CC)CC.CCN(CC)CC.CCN(CC)CC.CCN(CC)CC.CCN(CC)CC.C1CCOC1.C1CCOC1.C1CCOC1.C1CCOC1.C1CCOC1.C1CCOC1
Total energy   -2856.180479 hartree

Structure (XYZ):
```
188
C54H123N5O6 (ωB97M-V with the def2-TZVPD basis set)
H -0.5515 1.6053 -1.9225
C -6.0256 2.3862 3.0322
H -9.1960 -5.4978 0.9221
H 3.8422 -4.4014 2.7424
H 2.0849 -6.8630 -0.5849
C -1.6000 6.1973 -3.5868
C -0.9382 -6.6679 -0.9952
H -1.5782 -3.7882 -3.4748
H -1.2602 2.7018 0.6600
C 4.8611 -4.0918 2.9749
C -0.2709 -5.5231 -3.8960
H -4.4158 4.5126 4.1089
H -8.0073 -3.2561 0.5914
H -10.0281 -5.1267 -0.5808
O -1.1279 -1.8685 7.3025
H 5.1119 -0.1522 2.2399
C 4.6059 -1.7590 3.6765
H -3.7604 7.7320 -2.7495
H -6.6266 1.6325 3.5410
H 4.1787 -3.1459 7.3575
H 10.8979 1.3326 -0.5359
H 1.7572 8.7635 2.4141
H -7.2375 2.2417 1.3599
H 11.7589 4.1958 -0.5082
H -4.5173 4.3865 2.3119
C -6.4460 0.2047 -5.1996
C 0.8034 2.6306 0.1386
H 0.6103 3.6161 -0.2851
H 4.4397 -1.2917 -3.2558
C 1.5418 -6.6971 -2.6672
H 5.3075 -3.7012 2.0604
H -2.1633 5.3045 -3.3155
H 11.1445 2.5125 -3.6441
C 6.0174 -3.6551 -4.4587
H 5.5887 -2.4272 6.6496
H 8.5952 1.0629 -1.1949
H -0.4606 -1.6742 5.2743
O 5.5642 -2.9953 -3.3373
H -5.4420 2.9819 5.9521
H -7.2531 -0.4786 -5.4637
C -9.5121 -4.6830 0.2706
H -5.0242 2.0414 3.2898
H -1.8241 0.5473 -0.0603
C -7.6303 -5.1768 -2.1468
H 6.4963 -0.9656 2.9327
H -2.7789 -2.5906 8.3587
H -4.3479 -3.2298 0.4051
C -2.4744 -2.2460 7.3704
H 3.7202 -1.5002 -5.4268
H -0.2736 -0.1123 0.6057
H 3.3552 -7.2078 -1.6980
C -5.0413 4.6584 3.2282
C -6.5477 1.4329 -6.1245
C -2.2806 -0.5354 5.7136
C -6.0223 -3.7827 -0.8227
H -0.1906 -7.2798 -0.4904
H -2.2366 0.5483 5.6049
C 4.3501 -2.3364 -3.5536
H -3.5136 0.8015 -5.0194
C 11.0054 2.2825 -1.0597
C -7.0555 3.9123 4.6096
N 4.9654 -3.1355 4.0960
H -6.6644 3.7149 6.8156
H -6.8323 1.3615 -7.1743
H 7.4114 1.9612 -3.2499
H -7.5296 4.8908 4.5341
H 2.9646 5.1611 3.8089
H 2.9643 -5.5517 -1.5067
H -4.5667 6.6515 2.8798
H 5.6267 -1.7243 1.6563
H 3.7614 7.0825 2.8449
H 3.6346 -1.7791 3.1823
C -1.6552 7.3078 -2.5534
H -6.4738 0.4853 -4.1467
H 5.3307 -5.9567 4.1052
H 5.6828 -4.6897 -4.3830
C 1.7713 7.6923 2.6153
H 0.2428 7.6660 4.2310
C -5.1842 1.9205 -5.8640
H 1.5902 2.7139 0.8884
C 2.3947 6.0087 4.1895
H -0.9766 -4.6201 -1.6003
H -5.8429 1.1308 1.2889
H -8.7159 -3.0616 -0.9489
C -2.7998 8.1664 -3.0263
H 5.9857 -2.0673 -5.9143
C 8.6024 2.1190 -1.4647
C -0.0425 0.8973 -1.2684
H -2.8351 6.2832 -5.3423
H 3.5051 -2.8026 -3.0470
C 10.3064 0.5631 -3.4550
O 1.1266 1.6823 -0.8928
H 9.4204 2.4339 -4.0028
H 10.4581 0.2486 -4.4876
C -5.3245 -3.6836 0.5738
C 4.2632 -3.6060 5.2947
H -3.8513 0.5374 -6.7600
H -1.3227 -7.3223 -1.7775
O -2.6519 8.1284 -4.4275
H 9.4286 0.0957 -3.0087
C 11.1770 3.3964 -0.0494
H -7.8278 3.1449 4.6618
N -6.3065 3.7792 3.3703
H 1.0006 -7.6339 -2.5343
H 10.2243 3.8165 0.2731
C -0.2542 -5.4272 -1.4781
H -3.1050 -0.1837 7.5476
H -6.1582 -2.8178 -1.3112
H 6.4998 2.2445 -1.7970
C 5.3797 -2.9256 -5.6240
H -6.1248 6.5729 3.7178
H -0.3959 1.9021 1.8831
H 0.4288 -5.0649 -0.7098
O -5.2121 -0.3617 -5.4819
H -6.3870 -6.9235 -1.9428
H -2.8776 9.1870 -2.6517
H 0.3211 -5.7899 -4.7715
H -1.7276 -6.5324 -0.2558
N 9.8807 2.5961 -1.9721
H 4.7044 -4.5744 5.5303
C 5.6967 -5.3412 3.2835
C 10.1935 2.0951 -3.3132
H -8.5577 -5.7158 -1.9530
H 11.8943 2.1409 -1.6744
H 2.6401 6.0924 5.2482
H 0.0622 0.0335 -1.9249
C 0.5395 7.1180 3.3367
H -5.1922 -4.6698 1.0188
H -6.7960 -6.4134 -3.6705
C -0.4320 2.0068 0.7988
H 11.1251 0.2081 -2.8291
H -1.2047 7.1275 -5.4741
C 7.4212 2.5164 -2.3120
C -6.5228 -6.1131 -2.6589
H -4.8743 2.6040 -6.6545
C -0.7524 0.7029 0.0631
H -0.6125 5.7584 -3.7299
H -0.2480 -0.2760 6.3348
C -0.7957 -4.0887 -4.1716
H 3.9791 -1.7160 6.4575
N -7.2438 -4.6023 -0.7957
C -0.9085 -1.1081 6.0910
H 2.0137 -6.8011 -3.6442
H 7.1045 -3.7232 -4.4979
H -5.6123 2.8781 0.9513
O 1.0199 5.9096 3.8276
C -6.1662 2.1424 1.5344
H 5.7299 -5.9244 2.3632
H -1.0714 -6.2602 -3.8324
C -8.3840 -3.8326 -0.2535
H -1.3397 -4.0045 -5.1123
H -4.2412 -1.1606 6.6432
H -7.8645 -4.3742 -2.8461
H 5.1889 -3.6349 -6.4293
H -10.2219 -4.1155 0.8724
H -0.3096 6.9878 2.6658
H -7.2597 2.1261 -5.6767
H 3.3143 -3.2082 -5.1977
H -5.3917 4.6562 6.0781
H -2.5779 -0.9317 4.7427
H 3.2661 8.0321 4.1561
H -1.7369 6.8221 -1.5810
C 2.5081 -6.5412 -1.5365
H 6.7146 -5.0147 3.4963
H 4.6024 -1.0126 4.4708
H 7.3597 3.5812 -2.5369
C 4.0903 -2.4560 -5.0559
H 8.4299 2.5451 -0.4764
H 3.1976 -3.7660 5.1306
H 11.6813 3.0187 0.8400
H -0.7362 7.8925 -2.5118
C 2.8949 7.2604 3.4818
C -3.1796 -1.0057 6.8358
C 5.4860 -1.1258 2.5564
H -5.8219 -2.9988 1.2607
C 4.5396 -2.6508 6.4560
C -2.0695 6.8873 -4.8555
H -2.6500 -3.0911 6.7047
N 0.5988 -5.5270 -2.7050
H -5.9445 6.1898 1.9791
H -0.0351 -3.3095 -4.1213
C -4.2916 0.6884 -5.7744
H 1.8454 7.1767 1.6579
H -5.5512 -5.6297 -2.7619
H -5.2710 -4.1859 -1.5017
H -5.0576 2.3659 -4.8772
C -6.1000 3.8488 5.8928
C -5.4973 6.0908 2.9682
```

Atom charges from the Löwdin analysis, given in e for atoms 1 to 6: H 0.1083; C -0.3026; H 0.0786; H 0.1101; H 0.0671; C -0.1849

***

# 2
Entry from the OMol25 dataset: a molecular structure, C17H33GeIN2O8PdSi3 at a distorted geometry (ωB97M-V with the def2-TZVPD basis set).

Calculated values
HOMO-LUMO gap (alpha / beta)   6.81 / 4.02 eV
HOMO (alpha / beta)   -4.765 / -5.636 eV
Charge   -1
2S+1   4
Total energy   -4749.914465 hartree

Structure (XYZ):
```
66
C17H33GeIN2O8PdSi3 (ωB97M-V with the def2-TZVPD basis set)
H 2.6417 -0.0587 1.7898
H -3.9561 -1.0041 -3.6331
C 0.9062 2.1413 2.1759
I -2.5208 4.7798 -2.2396
H -3.2397 -1.0104 -5.2493
H -1.3404 -3.9109 0.8390
O 0.4283 2.6291 -2.5526
H 1.0063 -2.8279 -1.8844
C 0.5924 2.2372 3.5969
H -4.7674 -1.6196 -0.3884
H -0.3875 -3.4762 -3.4736
C 1.5809 2.3659 4.5535
H 4.2299 2.8760 2.5209
H -2.4070 1.6836 -0.2146
Si -1.4715 -1.2031 -3.4838
C -4.3743 -1.2798 0.5723
C -1.7796 -1.0857 2.3141
H 4.1602 -1.0189 -1.2760
H 0.8646 -0.9437 -4.3590
O 5.0879 2.6904 4.8089
O -0.9280 2.1859 5.3118
C 1.2441 -2.7160 -0.8245
C 3.2305 -0.5936 -1.6627
Si -2.5368 -1.7077 0.7186
C 2.2766 2.4656 1.8435
H -2.2289 -1.5535 3.1932
H 2.0513 -3.4139 -0.5842
C 3.2209 2.6284 2.8167
H -1.9256 -0.0092 2.3889
H 3.4476 -1.5604 1.3321
O 3.5995 2.5243 6.3553
N 3.9269 2.5759 5.1747
H 1.3062 2.3808 5.5960
H -0.7029 -1.2683 2.3332
H -1.4807 -3.2918 -4.8458
N -0.7647 2.2109 4.0927
H -2.1285 -3.6094 -3.2341
H -4.9655 -1.7406 1.3671
H -3.0464 -4.1006 1.2403
O 3.7471 3.4308 0.2771
C 2.7462 2.7308 0.4104
H -4.5094 -0.1984 0.6277
Ge -1.5126 -0.6236 -1.1517
Pd 0.2638 0.8826 -0.6788
C -0.0172 -0.3032 -4.2918
O -1.7016 2.3078 3.3194
O 0.0331 1.8093 1.3261
H -2.1263 1.7869 -2.0190
H -0.2089 3.3187 -2.3492
H -2.5489 -3.9233 -0.4482
C -3.1190 -0.6361 -4.2297
H 1.2517 2.8698 -2.0798
H 3.0202 -1.0434 -2.6351
C 2.8979 2.5106 4.1752
H 1.8024 -1.6004 1.9916
H 3.3764 0.4782 -1.8000
H 0.3622 -3.0075 -0.2505
H -0.2663 0.0400 -5.2986
Si 1.8091 -0.9264 -0.4309
C -1.3520 -3.0718 -3.7826
O 2.0775 2.2234 -0.5541
C -2.3485 -3.5896 0.5722
C 2.4853 -1.0424 1.3480
H -3.1840 0.4533 -4.2525
C -2.0827 1.1771 -1.1196
H 0.2544 0.5760 -3.7055
```

Atom charges from the Löwdin analysis, given in e for atoms 1 to 6: H 0.0047; H 0.0197; C -0.2869; I 0.2249; H 0.0231; H 0.0109

***

# 3
Entry from the OMol25 dataset: a molecular structure, C9H26CoO8 at a distorted geometry (ωB97M-V with the def2-TZVPD basis set).

Calculated values
HOMO-LUMO gap (alpha / beta)   5.54 / 5.50 eV
Energy relative to the best compared isomer or geometry (same formula, charge and spin)   166.8 kJ/mol
HOMO (alpha / beta)   -9.186 / -9.184 eV
2S+1   4
Total energy   -2342.987056 hartree

Structure (XYZ):
```
44
C9H26CoO8 (ωB97M-V with the def2-TZVPD basis set)
O 0.0207 0.2519 -1.5380
H 1.3574 -1.9630 0.2202
H -2.2009 -1.4561 0.5121
C 2.1014 -2.4612 -0.4012
O 2.1091 -0.1158 2.5274
O -0.5929 2.1789 -0.7547
H 5.2389 0.1542 -0.7896
C -2.6740 -2.2621 -0.0487
H -5.0670 2.2608 0.3579
H 0.9019 -1.5650 2.9897
C 5.3788 1.1856 -0.4659
H 3.7206 1.0664 0.9534
Co 0.1130 3.0050 0.9678
C -2.2074 -2.1666 -1.4997
H 1.8435 0.4115 1.7705
H 1.6646 -3.2417 -1.0243
O 0.8541 1.2200 0.2434
O -3.4036 2.0247 -0.8909
O 2.5362 -1.4029 -1.1474
H -2.4033 -3.1816 0.4702
H -3.7514 -2.1016 -0.0891
C 0.1403 1.1901 -0.8067
H -3.8842 0.9689 0.7768
C -4.3771 1.5114 -0.0300
H -2.5581 1.7613 -0.5204
H -6.0574 0.2861 -0.0934
H 6.2960 1.2357 0.1208
H 3.2941 1.8472 -0.4699
H 0.8150 -0.1029 4.0393
H 1.9379 -0.6747 -0.9649
C -5.3576 0.6425 -0.8493
O -0.8351 -2.2413 -1.7021
H 5.4984 1.7776 -1.3732
H -2.5784 -1.2456 -1.9495
H -5.9225 1.2816 -1.5279
O 4.4497 2.9440 0.8250
C 4.1429 1.7371 0.2051
H -4.9191 -0.2812 -1.2269
H 2.9516 -2.8840 0.1341
H -2.6802 -2.9801 -2.0499
C 0.8673 -0.4758 3.0164
H 3.7351 3.2635 1.3807
H -0.5510 -1.3243 -1.7080
H 0.0527 -0.0784 2.4109
```

Atom charges from the Löwdin analysis, given in e for atoms 1 to 6: O 0.1249; H 0.0728; H 0.0546; C -0.1841; O -0.1243; O 0.0054

***

# 4
Entry from the OMol25 dataset: a molecular structure, C21H57AlNO17P4 at a distorted geometry (ωB97M-V with the def2-TZVPD basis set).

Calculated values
HOMO-LUMO gap   3.36 eV
HOMO   -4.658 eV
Charge   -1
Total energy   -3775.471191 hartree

Structure (XYZ):
```
101
C21H57AlNO17P4 (ωB97M-V with the def2-TZVPD basis set)
H 3.6279 2.5252 -3.0740
O 4.8785 0.4720 2.2768
C 0.7996 -3.7654 -0.9431
H -5.4152 0.0466 -0.4145
H -0.8088 -6.0582 3.2319
H 2.2017 -6.5699 6.5909
H 0.7424 2.3908 -1.5393
C -1.0483 5.9786 -7.4050
H 0.6002 -5.9172 6.1358
H 0.9214 0.9340 -3.7832
C 2.1229 -3.0483 5.6680
H -0.6202 2.8360 -5.6160
H -7.0562 -0.6156 -0.3433
C 6.0096 -2.0333 5.6214
H 7.0392 -1.6635 5.6880
C 1.5340 -2.7024 -1.9825
H 2.1186 -2.3618 4.8159
H 1.3298 -3.6400 0.1170
P -7.4412 0.4875 2.5560
C 1.7791 1.9466 -1.8673
H -10.5561 0.0901 2.1278
H -1.7751 6.4362 -6.7279
H -0.3405 -3.4669 -0.9138
C 1.5897 0.6471 -2.8623
H -0.5093 6.7711 -7.9331
H 5.7682 -2.5108 6.5753
H 3.0950 0.4094 -0.7645
H 5.3056 2.4871 2.3605
H -8.8750 3.0875 3.4360
H 0.9886 -4.8444 -1.4007
H -9.2627 2.4252 5.0272
C 2.5640 1.4236 -0.5202
H -3.6780 2.5565 -1.3806
H 3.2149 3.7231 -1.6466
O 0.4751 -4.3434 4.1516
H -1.9312 -0.2195 -0.2793
H -1.8267 -1.8780 -2.4489
O 2.5206 -4.3454 5.2622
C 2.8025 2.8367 -8.7595
H -0.6384 2.7228 -7.4006
H -3.9723 1.6309 -0.0332
O -8.6607 1.0364 3.6535
O -7.3035 1.9027 1.9727
C 5.6274 1.6427 5.5965
N -4.2889 1.7552 -1.0395
H -7.5559 2.5499 4.5392
C -8.5707 2.3463 4.1839
C -6.3918 0.1490 0.0658
H 5.7410 2.7304 5.5495
H 0.1654 -7.5116 2.8733
H 2.1383 3.7981 -3.2816
O 1.1904 3.2265 -6.5162
H -1.3952 -0.2848 -3.4743
C -0.0500 2.5373 -6.4994
H 5.9160 -2.7741 4.8215
O 4.7646 1.2333 4.5468
H 0.6045 -0.5402 -0.2041
H -10.1534 -0.1118 0.4126
P 1.3151 4.6393 -7.3614
O -0.1547 5.1934 -6.6365
H 2.6613 -2.6205 -1.5995
H 1.1369 -3.0785 6.1458
C -1.3368 -0.8158 -2.4074
C 5.7203 1.5650 1.9468
H 6.7452 1.4318 2.2986
H -9.6765 1.3764 1.2506
H 0.1496 1.4630 -6.4329
C -3.6556 0.5361 -1.7425
H -6.7835 1.1408 -0.1683
H 2.8961 2.0274 -8.0317
O -4.3361 -0.2099 -2.6510
H 1.5749 -3.0872 -3.0956
O 5.1067 -0.9615 5.4176
H 6.6181 1.1896 5.5178
C 2.7559 3.1149 -2.5589
Al 0.6561 -0.8593 -1.7803
H 5.1772 1.3856 6.5586
P 1.8112 -5.0378 3.8443
C -9.8014 0.2975 1.3649
O 1.8418 -6.5235 4.5638
H 1.7707 1.2322 0.3246
P 4.9925 -0.2447 3.8472
H -1.6039 5.3513 -8.1115
H 5.7436 1.6585 0.8578
H 3.3495 2.2024 -0.0892
C 1.3648 -6.6585 5.8935
H 1.9168 2.6759 -9.3772
O 1.1017 -5.7301 2.4265
H 2.8385 -2.6849 6.4110
H 0.9268 -7.6553 6.0067
H 3.6802 2.8148 -9.4108
H -0.5467 -6.5646 1.5570
C -2.0878 0.2290 -1.3577
O 2.7849 4.0852 -8.0864
H -1.5080 1.2641 -1.4899
O 0.6111 4.4917 -8.7195
H 2.5919 0.1888 -3.2563
O -8.5875 -0.3500 1.7131
O -6.2217 -0.0612 1.4584
C -0.0839 -6.4998 2.5453
O 6.4932 -0.4779 3.6117
```

Atom charges from the Löwdin analysis, given in e for atoms 1 to 6: H 0.0769; O -0.3103; C -0.2385; H 0.0432; H 0.0822; H 0.0844

***

# 5
Entry from the OMol25 dataset: a molecular structure, C28H29N4O2S3V (ωB97M-V with the def2-TZVPD basis set).

Calculated values
HOMO-LUMO gap (alpha / beta)   5.47 / 4.98 eV
Energy relative to the best compared isomer or geometry (same formula, charge and spin)   0.0 kJ/mol
HOMO (alpha / beta)   -2.946 / -2.456 eV
Charge   -1
2S+1   2
Total energy   -3592.567983 hartree

Structure (XYZ):
```
67
C28H29N4O2S3V (ωB97M-V with the def2-TZVPD basis set)
H 2.3458 3.9512 -5.6003
H 3.6774 0.7761 -0.8960
C -5.5863 -2.2416 -0.0665
C -3.8226 -0.4458 -1.2413
H -7.8722 -0.1339 -1.3085
C -6.0778 -1.2580 -0.9185
C -0.5167 0.6911 4.0566
N -0.3469 0.3857 2.7740
C 2.8285 0.2258 1.7822
H -8.1437 -1.6621 -0.4615
C 3.1604 -1.1751 -0.1486
S 1.5408 2.2589 0.4341
C 2.3108 3.1519 -4.8689
C -7.5481 -1.1721 -1.2318
S -1.6233 -1.5062 -0.0278
H -6.2744 -2.9413 0.3943
C 1.1317 2.8906 -4.1973
C 1.7281 -1.1893 -2.8062
V 0.5304 0.3394 -0.4972
C -1.7377 0.6457 4.7053
H 4.2625 0.8033 -3.4507
N -1.1831 -0.1746 0.6942
H -3.8314 -3.0930 0.8666
H -7.7713 -1.6575 -2.1846
H 1.0288 -1.5515 2.3795
H 4.3819 2.6027 -5.1121
O -0.9422 -1.4415 -1.3101
C 3.6654 -0.2577 2.7826
H 0.8196 -0.9552 -3.3583
C 1.6467 -1.8826 1.5511
H 2.5251 -1.4714 -3.5062
H -1.8191 0.8983 5.7537
C -2.6918 -0.0227 2.6176
N 2.1863 -0.7020 0.8527
C 3.4497 2.4029 -4.5992
H 3.8260 -1.3244 2.8822
C 2.1976 1.1307 -2.9687
C 4.1002 1.9682 3.5404
N 2.1185 0.0092 -2.0357
C 4.3007 0.5986 3.6687
H 2.4416 -2.5409 1.9256
H 2.7926 -2.1240 -0.5425
H -3.1186 0.2431 -1.6960
C 3.2753 2.4541 2.5427
H 3.1070 3.5192 2.4408
C -4.2272 -2.3360 0.2031
S -0.4694 1.5900 -2.4011
H 4.5859 2.6563 4.2231
C -5.1793 -0.3640 -1.4993
H 0.2462 3.4815 -4.3947
C 2.6153 1.6020 1.6423
C 3.3767 1.3914 -3.6541
C -3.3563 -1.4364 -0.3869
H -3.5409 -0.2798 1.9977
C 1.0342 1.8783 -3.2295
C -1.4083 0.0354 2.0519
C 3.3657 -0.1949 -1.2834
H 4.1623 -0.5916 -1.9273
H 1.0250 -2.4510 0.8627
H 4.9405 0.1998 4.4462
H 0.3854 0.9809 4.5885
H -3.8307 0.2317 4.4080
H 4.1296 -1.3783 0.3260
O -1.4275 -2.6955 0.7719
H 1.5003 -2.0228 -2.1459
H -5.5521 0.4076 -2.1633
C -2.8477 0.2730 3.9538
```

Atom charges from the Löwdin analysis, given in e for atoms 1 to 6: H 0.0908; H 0.1198; C -0.0451; C -0.0332; H 0.0749; C -0.2797